C41H59BF2NP3PtSSi | the ωB97M-V functional and the def2-TZVPD basis

```
110
C41H59BF2NP3PtSSi | the OMol25 dataset | the ωB97M-V functional and the def2-TZVPD basis
Pt -0.27668 0.67119 0.39530
C -1.53286 -3.61216 3.08180
C -1.87974 -2.62914 1.96474
C -3.16405 -3.08031 1.26021
P -0.48203 -2.19297 0.77861
C 1.16786 -2.89508 1.27460
C 2.20786 -2.35661 0.29121
C 1.29363 -4.42024 1.29014
C -0.86143 -3.09370 -0.74309
C -1.16423 -4.45552 -0.82706
C -1.49320 -5.00797 -2.05013
C -1.53938 -4.21062 -3.19043
C -1.24039 -2.86292 -3.11222
C -0.88335 -2.29755 -1.88360
Si -0.36538 -0.52537 -1.66593
C 1.33670 -0.30558 -2.43420
C 1.81221 -1.17022 -3.42144
C 3.00614 -0.91035 -4.07921
C 3.73874 0.22739 -3.76725
C 3.28966 1.08678 -2.77566
C 2.11027 0.80746 -2.08998
P 1.48694 1.86065 -0.74929
C 1.06859 3.44655 -1.60487
C 0.19931 3.29878 -2.84721
C 0.45009 4.44564 -0.63484
C 2.95763 2.35044 0.28950
C 3.78946 3.55158 -0.17146
C 3.87956 1.16079 0.55291
C -1.62693 0.47041 -2.63727
C -1.56700 0.44226 -4.03292
C -2.47144 1.15483 -4.80279
C -3.46159 1.90363 -4.18230
C -3.53563 1.93775 -2.79924
C -2.62345 1.22394 -2.02021
P -2.62423 1.29057 -0.19950
C -3.33055 2.98901 0.13888
C -2.71133 3.66406 1.35752
C -4.85568 3.08980 0.24349
C -3.79741 -0.01737 0.35613
C -3.92598 0.02047 1.88010
C -5.14701 -0.13068 -0.34384
H -2.35868 -3.62224 3.79518
H -0.63111 -3.33568 3.62734
H -1.42514 -4.62811 2.70776
H -2.09758 -1.67916 2.44077
H -3.11776 -4.12721 0.96783
H -3.40425 -2.50687 0.36605
H -3.99483 -2.97729 1.96134
H 1.36028 -2.50674 2.27150
H 2.02977 -2.75375 -0.71272
H 3.20405 -2.67728 0.59934
H 2.19305 -1.27347 0.22795
H 1.15117 -4.83056 0.29117
H 0.61678 -4.91632 1.97569
H 2.31002 -4.67250 1.59644
H -1.15102 -5.08049 0.05565
H -1.72905 -6.06149 -2.11907
H -1.81989 -4.64621 -4.14044
H -1.30288 -2.25611 -4.00807
H 1.25168 -2.05915 -3.68380
H 3.36281 -1.59226 -4.83994
H 4.66427 0.43860 -4.28586
H 3.87500 1.96446 -2.53659
H 2.04886 3.81219 -1.92273
H -0.81980 3.01507 -2.59032
H 0.59823 2.56067 -3.54185
H 0.15762 4.25838 -3.36598
H -0.55091 4.11544 -0.35364
H 0.35793 5.42589 -1.10568
H 1.04549 4.56723 0.27297
H 2.48461 2.62689 1.23144
H 4.29511 3.36882 -1.11887
H 4.57411 3.73323 0.56672
H 3.21349 4.47081 -0.26879
H 4.51412 0.96831 -0.31213
H 3.33409 0.25313 0.78264
H 4.53406 1.38071 1.39938
H -0.77223 -0.10338 -4.53236
H -2.39712 1.13765 -5.88222
H -4.17277 2.46394 -4.77451
H -4.31209 2.53011 -2.33865
H -3.01446 3.54496 -0.75086
H -3.00936 3.17002 2.28425
H -3.04450 4.70291 1.40740
H -1.62712 3.63518 1.28840
H -5.23706 2.55346 1.11114
H -5.37435 2.71660 -0.63538
H -5.13074 4.13911 0.36504
H -3.20688 -0.89895 0.08674
H -4.48383 0.89666 2.21304
H -2.94889 0.03756 2.37130
H -4.46859 -0.85847 2.23411
H -5.83265 0.66045 -0.04951
H -5.61108 -1.07849 -0.06282
H -5.04706 -0.12128 -1.42932
F 1.89777 0.11584 2.58890
B 0.56314 0.21009 2.47287
F -0.16549 -0.71265 3.13687
S -0.28614 1.88531 2.86477
C 1.04240 3.01559 3.06790
N 0.80175 4.28732 2.68364
C 1.67238 5.30152 2.84650
C 2.88796 5.06039 3.43146
C 3.16901 3.76619 3.86592
C 2.25097 2.74505 3.69209
H -0.09825 4.48394 2.25589
H 1.35024 6.27217 2.49780
H 3.59076 5.86933 3.56425
H 4.11117 3.55567 4.35534
H 2.45339 1.74320 4.03841
```

Energy relative to the best compared isomer or geometry (same formula, charge and spin) ... 0.000 eV
HOMO level ... -12.87 eV
Charge ... +2
HOMO-LUMO gap ... 0.240 Ha

Atom charges from the Löwdin analysis, given in e for atoms 1 to 8:
1. Pt 0.549
2. C -0.086
3. C -0.492
4. C -0.100
5. P 1.128
6. C -0.498
7. C -0.108
8. C -0.085

***

C20H15F3IN3O2RhS | the ωB97M-V functional and the def2-TZVPD basis

```
46
C20H15F3IN3O2RhS | the OMol25 dataset | the ωB97M-V functional and the def2-TZVPD basis
Rh -0.56157 -0.87896 1.65275
C -3.03663 -3.65626 -1.19264
C -1.93865 -2.82991 -1.78271
N -1.85038 -2.70719 -3.08096
C -0.85707 -1.97386 -3.63272
C 0.10966 -1.34971 -2.89887
C 1.22379 -0.58228 -3.55965
O 1.39327 0.72060 -3.00373
C 0.02647 -1.43484 -1.48315
C 1.08250 -0.89210 -0.68569
N 1.04143 -0.64827 0.58124
C 2.22906 -0.30522 1.29914
C 3.08375 0.69136 0.85965
C 4.23959 0.95816 1.57996
C 4.53318 0.24310 2.73079
C 3.67190 -0.75032 3.18320
C 2.52697 -1.01091 2.45891
I 1.13087 -2.45178 3.06578
C -1.02003 -2.16936 -0.89725
O -1.20735 -2.29575 0.38405
H -2.62901 -4.43608 -0.54808
H -3.61623 -4.10625 -1.99345
H -3.69121 -3.04473 -0.56821
H -0.86018 -1.91137 -4.71442
H 1.05117 -0.53985 -4.63622
H 2.17843 -1.09329 -3.41333
H 0.73233 1.30882 -3.38283
H 2.04009 -0.70766 -1.16239
H 2.83430 1.25991 -0.02796
H 4.90701 1.73951 1.24401
H 5.43133 0.46131 3.29161
H 3.89503 -1.30045 4.08680
F -2.26919 5.11646 2.26042
C -1.64494 3.98383 2.59835
F -2.09114 3.60775 3.80304
F -0.33629 4.25361 2.71570
C -1.87984 2.90507 1.57118
C -2.64688 3.12530 0.44276
C -2.85146 2.10518 -0.48445
C -2.26887 0.87877 -0.25989
N -1.51693 0.68360 0.82847
C -1.31559 1.64364 1.74731
S -0.33668 0.98770 3.03300
H -3.09371 4.09823 0.28905
H -3.45646 2.26277 -1.36442
H -2.38586 0.04169 -0.93417
```

Energy relative to the best compared isomer or geometry (same formula, charge and spin) ... 0.000 eV
HOMO level ... -11.30 eV
Charge ... +1
HOMO-LUMO gap ... 0.241 Ha

Atom charges from the Löwdin analysis, given in e for atoms 1 to 8:
1. Rh 0.763
2. C -0.014
3. C -0.262
4. N 0.139
5. C -0.080
6. C -0.151
7. C -0.192
8. O -0.057

***

C43H41FN2OP2ReS3 | the ωB97M-V functional and the def2-TZVPD basis

```
94
C43H41FN2OP2ReS3 | the OMol25 dataset | the ωB97M-V functional and the def2-TZVPD basis
Re -0.14985 0.81149 -0.58100
S -0.94466 -1.60436 -1.32851
P 0.70881 -1.94334 -0.26474
C 0.95807 -0.40222 0.51604
P 1.60091 -0.15641 2.13997
S 0.23651 -0.00128 3.53235
C 2.74772 -1.52317 2.48731
C 3.95420 -1.61441 1.79988
C 4.82229 -2.66397 2.04642
C 4.49919 -3.61626 3.00386
C 3.31029 -3.51231 3.70891
C 2.43600 -2.46873 3.45190
C 2.69182 1.29065 2.08774
C 3.17127 1.75966 3.30947
C 4.02766 2.84308 3.34925
C 4.41102 3.47310 2.17173
C 3.93901 3.01232 0.95606
C 3.08352 1.92043 0.91425
C 2.09603 -2.35147 -1.34556
C 3.23368 -1.56169 -1.38936
C 4.26903 -1.88259 -2.25311
C 4.16373 -2.98739 -3.08037
C 3.01720 -3.77195 -3.05671
C 1.98292 -3.45212 -2.19706
C 0.50749 -3.34088 0.86669
C 1.36865 -4.43077 0.90210
C 1.14691 -5.46008 1.80279
C 0.07507 -5.39728 2.67690
C -0.77844 -4.30317 2.65515
C -0.56947 -3.28140 1.74892
H 4.23268 -0.85255 1.08416
H 5.75684 -2.72809 1.50603
H 5.18123 -4.42933 3.21067
H 3.05668 -4.24743 4.46164
H 1.50583 -2.37754 3.99910
H 2.85415 1.28519 4.22908
H 4.38947 3.20616 4.30076
H 5.07444 4.32668 2.20660
H 4.22780 3.50385 0.03643
H 2.71690 1.55881 -0.04179
H 3.30277 -0.68332 -0.76233
H 5.15385 -1.26268 -2.28396
H 4.97071 -3.23490 -3.75673
H 2.92808 -4.62482 -3.71471
H 1.07907 -4.04883 -2.18966
H 2.22819 -4.47273 0.24631
H 1.82102 -6.30435 1.82827
H -0.09518 -6.19778 3.38340
H -1.60689 -4.24297 3.34625
H -1.23336 -2.42582 1.73219
C -0.37709 4.20829 -1.60123
C -1.88128 4.47657 -1.63665
C -2.38986 4.48202 -3.08079
C -2.78227 3.65523 -0.71961
C -3.63400 4.37668 0.11136
C -4.52275 3.74914 0.96530
C -4.58981 2.37152 0.98585
C -3.77125 1.60160 0.16556
C -3.87504 0.09766 0.21245
C -3.32004 -0.44942 1.52234
C -5.30803 -0.38148 -0.02109
C -2.85587 2.24807 -0.66790
N -1.89484 1.47373 -1.38884
C -2.26900 0.99592 -2.62676
C -3.56818 0.97295 -3.14288
C -3.80112 0.52066 -4.43250
C -2.76675 0.09202 -5.25194
C -1.45455 0.11319 -4.77951
C -1.25702 0.55769 -3.50239
F 0.04811 0.60482 -2.98741
H 0.13239 5.02154 -2.12004
H -0.11928 3.28488 -2.12487
H 0.01396 4.15403 -0.58638
H -2.00041 5.49928 -1.26215
H -2.24675 3.51403 -3.55364
H -1.84047 5.21816 -3.66735
H -3.45055 4.72620 -3.13237
H -3.58229 5.45778 0.09765
H -5.15534 4.33682 1.61511
H -5.28137 1.87914 1.65389
H -3.26016 -0.30155 -0.59461
H -3.86420 -0.05168 2.38051
H -2.26605 -0.19541 1.66064
H -3.41407 -1.53665 1.54107
H -5.98198 -0.03652 0.76315
H -5.34140 -1.47086 -0.02778
H -5.69686 -0.02507 -0.97498
H -4.38762 1.32429 -2.53233
H -4.81594 0.50791 -4.80367
H -2.97050 -0.26001 -6.25177
H -0.61239 -0.20997 -5.37092
O -0.12904 3.64983 2.76639
S -0.81371 2.54379 2.12298
N -0.20624 2.07208 0.82507
```

HOMO level (alpha / beta) ... -7.30 / -7.85 eV
Spin multiplicity ... 4
HOMO-LUMO gap (alpha / beta) ... 0.236 / 0.252 Ha
Expectation value of S² ... 3.855

Atom charges from the Löwdin analysis, given in e for atoms 1 to 8:
1. Re 1.357
2. S 0.450
3. P 0.470
4. C -0.718
5. P 0.412
6. S 0.301
7. C -0.335
8. C -0.087

***

C19H16I2N6O9SZn | the ωB97M-V functional and the def2-TZVPD basis

```
54
C19H16I2N6O9SZn | the OMol25 dataset | the ωB97M-V functional and the def2-TZVPD basis
Zn 0.77201 -1.14468 -0.15887
I -4.29868 -1.80437 1.15523
C -3.44966 -1.37278 -0.69021
C -4.26930 -1.29474 -1.82659
C -3.74895 -1.02323 -3.06174
I -5.05452 -0.93957 -4.69519
C -2.35372 -0.81368 -3.22147
C -1.69715 -0.53496 -4.44230
C -0.34844 -0.35609 -4.47083
C 0.38174 -0.45664 -3.26902
N -0.19585 -0.71595 -2.13164
C -1.53699 -0.89249 -2.07400
C -2.06359 -1.18647 -0.74468
O -1.27913 -1.26242 0.25078
H -5.33400 -1.44932 -1.71392
H -2.28091 -0.46033 -5.35121
H 0.16601 -0.13212 -5.39577
H 1.45501 -0.30579 -3.24550
C 2.06118 -4.83437 0.89427
O 2.36558 -3.61827 0.26276
C 1.38138 -3.00337 -0.52540
C 0.33894 -3.93615 -1.08508
H 1.07562 -4.80794 1.37108
H 2.81656 -4.97690 1.66779
H 2.09063 -5.69232 0.20961
H 0.74485 -4.90470 -1.40524
H -0.12141 -3.47790 -1.96514
H -0.48555 -4.14686 -0.38363
N 2.93710 1.33154 2.48029
C 1.61875 0.85778 2.70692
N -0.83596 1.09350 2.14397
S 1.53821 -1.04502 2.57079
H 3.07476 1.48553 1.48542
H 3.57718 0.58733 2.76108
H -0.91661 0.77150 3.11249
H -0.94156 0.29835 1.51861
O 0.14898 6.48352 2.31306
N 0.28264 5.43357 2.91948
O 0.19606 5.34113 4.12751
C 0.40638 4.18115 2.12694
C 0.45372 4.30688 0.74451
C 0.64068 3.14227 -0.03537
C 0.78986 1.85717 0.53175
O 1.13784 0.84378 -0.11789
C 0.50286 1.68906 2.04612
C 0.46177 2.99996 2.79273
N 1.44417 0.32988 4.03315
O 0.31527 0.59940 4.62318
O 2.99347 -1.48201 2.57952
N 0.72597 3.34331 -1.46289
O 0.81194 2.38283 -2.21542
O 0.71275 4.50448 -1.87790
H 0.37300 5.26726 0.26841
H 0.41908 2.94027 3.86943
```

HOMO level (alpha / beta) ... -1.51 / -1.14 eV
Charge ... -2
HOMO-LUMO gap (alpha / beta) ... 0.177 / 0.163 Ha

Atom charges from the Löwdin analysis, given in e for atoms 1 to 8:
1. Zn 0.662
2. I 0.864
3. C -0.657
4. C -0.254
5. C -0.688
6. I 0.824
7. C -0.213
8. C -0.056

***

C5H11OP | the ωB97M-V functional and the def2-TZVPD basis

```
18
C5H11OP | the OMol25 dataset | the ωB97M-V functional and the def2-TZVPD basis
C -0.79883 -0.64044 -1.43648
P -0.17514 0.18029 0.03834
C -1.36103 1.67786 0.26305
C -0.55221 -1.05001 1.30560
C 1.78759 0.70533 -0.16162
C 2.54668 -0.46160 -0.04655
O 3.79124 -0.58778 -0.00868
H -1.84402 -0.85689 -1.22391
H -0.82093 0.20494 -2.24195
H 0.04047 -1.31498 -1.77351
H -1.40851 2.18624 -0.66159
H -2.36459 1.32251 0.62655
H -0.92829 2.20755 0.97028
H -0.38486 -0.53752 2.34193
H -1.53925 -1.56480 1.29359
H 0.17490 -1.84778 1.13779
H 2.02702 1.73777 -0.04957
H 1.80976 -1.36070 -0.37326
```

Energy relative to the best compared isomer or geometry (same formula, charge and spin) ... 3.044 eV
HOMO level ... -7.62 eV
Structure (SMILES) ... CP(C)(C)=CC=O
HOMO-LUMO gap ... 0.293 Ha

Atom charges from the Löwdin analysis, given in e for atoms 1 to 8:
1. C -0.251
2. P 0.862
3. C -0.151
4. C -0.249
5. C -0.159
6. C -0.527
7. O -0.085
8. H 0.044

***

C22H32N8OPS | the ωB97M-V functional and the def2-TZVPD basis

```
65
C22H32N8OPS | the OMol25 dataset | the ωB97M-V functional and the def2-TZVPD basis
N 0.11681 -1.22493 -2.27963
P -0.03123 -0.06793 -3.30204
S 0.43738 1.79646 -2.19799
C -0.72625 3.13979 -2.61057
C -1.97243 2.91212 -1.71297
O -2.23831 3.63714 -0.80124
C -2.79082 1.72795 -2.13810
C -3.58191 1.86577 -3.27622
C -4.31063 0.77073 -3.71914
C -4.20586 -0.42516 -3.01941
C -3.43709 -0.55534 -1.87641
C -2.70905 0.54265 -1.42340
H -0.75266 -1.73914 -2.17668
H -1.34083 -0.02792 -3.82150
H 0.93416 -0.19632 -4.31263
H 1.62719 2.19842 -2.70933
H -1.07346 2.97902 -3.63107
H -0.28627 4.12353 -2.47170
H -3.60518 2.81260 -3.80278
H -4.91555 0.87941 -4.60827
H -4.76424 -1.28246 -3.37629
H -3.34930 -1.48455 -1.32715
H -2.08479 0.48530 -0.53984
C -3.34201 -2.15017 2.37700
C -3.23373 -2.74183 1.05255
N -3.14801 -3.21583 0.01031
H -2.98132 -1.12255 2.37573
H -4.37713 -2.14182 2.71430
H -2.75626 -2.71210 3.10291
C -0.76547 -5.45624 -1.33020
C -0.26093 -5.28601 -2.68357
N 0.13502 -5.15183 -3.75201
H 0.04689 -5.47391 -0.60462
H -1.43646 -4.64305 -1.05867
H -1.31811 -6.38849 -1.22501
C 0.61739 1.12354 2.69587
C 0.36729 1.55008 1.33129
N 0.17785 1.88443 0.24953
H 0.68217 1.97939 3.36658
H -0.17957 0.47762 3.05930
H 1.55071 0.57111 2.77598
C 2.53805 -2.43131 4.11981
C 1.43164 -1.64088 4.63701
N 0.56035 -1.01271 5.04555
H 3.49205 -1.93052 4.27901
H 2.58997 -3.40082 4.61324
H 2.43923 -2.61324 3.05213
C 2.88616 -0.69930 0.29408
C 3.87255 -1.52030 0.98195
N 4.65938 -2.16662 1.51034
H 3.36970 0.11394 -0.24709
H 2.32720 -1.28180 -0.44061
H 2.17681 -0.26724 0.99055
C 3.44921 4.69886 -4.03407
C 2.71368 3.72172 -4.82590
N 2.14066 2.95492 -5.46042
H 2.91154 4.95165 -3.12050
H 4.42846 4.31398 -3.75342
H 3.59958 5.61845 -4.59705
C 1.87649 1.21594 7.14595
C 3.10982 1.88702 7.52817
N 4.08281 2.41438 7.82932
H 1.99789 0.67326 6.21268
H 1.56351 0.50097 7.90486
H 1.06525 1.93018 7.01152
```

Energy relative to the best compared isomer or geometry (same formula, charge and spin) ... 0.000 eV
HOMO level ... -12.75 eV
Charge ... +1
HOMO-LUMO gap ... 0.339 Ha

Atom charges from the Löwdin analysis, given in e for atoms 1 to 8:
1. N -0.288
2. P 0.624
3. S 0.876
4. C -0.284
5. C -0.442
6. O 0.155
7. C -0.227
8. C -0.030